Version i
348
Properties=species:S:1:pos:R:3 method="wB97M-V/def2-TZVPD" gap_ev=8.846 lumo_ha=0.0205 homo_ev=-8.29
C 0.103 2.365 4.581
C 0.079 2.333 3.059
C -1.175 2.910 2.402
O 1.244 3.068 2.586
H -0.798 1.867 4.961
H 0.045 3.411 5.015
H 0.929 1.836 4.967
H 0.209 1.257 2.782
H -2.066 2.328 2.623
H -1.028 2.914 1.348
H -1.263 3.998 2.638
H 1.813 2.470 2.060
C 6.824 6.225 3.236
C 6.712 4.954 4.021
C 6.709 5.211 5.517
O 5.540 4.302 3.603
H 6.812 6.073 2.110
H 7.726 6.788 3.511
H 5.977 6.908 3.443
H 7.624 4.299 3.709
H 7.571 5.801 5.700
H 6.731 4.309 6.155
H 5.907 5.880 5.726
H 5.158 3.670 4.284
C 0.236 5.389 -0.816
C 0.003 4.305 -1.918
C -1.020 4.753 -2.915
O 1.188 3.973 -2.666
H 0.849 4.922 -0.058
H -0.724 5.699 -0.356
H 0.692 6.315 -1.292
H -0.390 3.407 -1.451
H -1.921 5.039 -2.400
H -1.242 3.958 -3.596
H -0.648 5.645 -3.488
H 1.951 4.042 -2.071
C -3.052 6.503 3.364
O -2.673 6.272 2.053
C -3.611 6.780 0.999
C -4.222 5.555 0.333
N -3.201 4.616 -0.075
C -3.746 3.545 -0.828
C -4.949 2.814 -0.289
O -4.671 1.972 0.843
C -5.857 1.425 1.388
H -3.031 7.505 3.588
H -2.365 5.926 4.017
H -4.029 6.136 3.508
H -2.972 7.376 0.328
H -4.397 7.445 1.496
H -4.781 5.883 -0.550
H -4.930 5.174 1.061
H -2.713 4.304 0.780
H -2.938 2.941 -1.076
H -4.124 3.905 -1.754
H -5.409 2.172 -1.005
H -5.809 3.522 -0.001
H -5.738 0.899 2.331
H -6.352 0.723 0.698
H -6.559 2.224 1.554
C 1.762 -0.253 -5.404
O 0.662 0.503 -5.925
C 0.607 1.846 -5.506
C -0.668 2.391 -6.262
N -1.748 1.470 -6.393
C -2.800 1.840 -7.324
C -2.339 1.582 -8.736
O -2.328 0.193 -9.029
C -1.382 -0.241 -9.988
H 1.858 -0.232 -4.340
H 2.714 0.101 -5.735
H 1.580 -1.265 -5.616
H 1.512 2.423 -5.789
H 0.580 1.989 -4.384
H -0.208 2.543 -7.247
H -1.169 3.300 -5.849
H -1.408 0.548 -6.678
H -3.164 2.793 -7.085
H -3.647 1.199 -7.038
H -1.278 1.835 -8.822
H -2.906 2.169 -9.512
H -1.166 -1.353 -9.814
H -0.510 0.380 -10.101
H -1.789 -0.270 -10.986
C 5.149 -2.157 2.228
O 4.396 -1.109 1.763
C 4.832 0.192 2.144
C 3.957 0.780 3.211
N 4.200 0.079 4.459
C 3.645 0.537 5.717
C 4.601 1.598 6.332
O 4.395 2.893 5.865
C 3.333 3.573 6.498
H 4.694 -3.170 2.154
H 5.467 -1.996 3.271
H 6.060 -2.111 1.567
H 4.898 0.782 1.229
H 5.806 0.184 2.610
H 2.908 0.834 2.868
H 4.315 1.810 3.448
H 4.006 -0.926 4.399
H 3.534 -0.360 6.284
H 2.613 0.953 5.681
H 5.627 1.360 5.987
H 4.634 1.503 7.420
H 3.574 3.616 7.621
H 2.325 3.035 6.245
H 3.373 4.596 6.117
C -2.155 7.367 7.692
O -1.075 7.482 6.801
C -0.729 8.837 6.489
C 0.436 8.952 5.491
N 1.727 8.639 6.055
C 2.905 8.717 5.269
C 2.934 7.807 4.084
O 2.738 6.511 4.521
C 2.176 5.619 3.546
H -1.912 7.502 8.771
H -2.522 6.393 7.466
H -3.009 8.051 7.412
H -0.581 9.318 7.394
H -1.620 9.344 6.015
H 0.531 10.001 5.221
H 0.214 8.380 4.563
H 1.680 7.659 6.391
H 3.728 8.409 5.954
H 3.103 9.703 4.853
H 3.934 7.972 3.638
H 2.170 8.116 3.373
H 1.206 5.992 3.178
H 2.034 4.683 4.092
H 2.893 5.385 2.757
C 0.788 -2.974 -3.279
O 1.887 -2.582 -2.505
C 2.730 -3.704 -2.205
C 3.941 -3.188 -1.475
N 4.692 -2.197 -2.253
C 5.485 -1.220 -1.467
C 6.092 -0.270 -2.433
O 5.196 0.589 -3.130
C 5.868 1.588 -3.995
H 0.177 -2.125 -3.482
H 0.215 -3.780 -2.813
H 1.154 -3.358 -4.239
H 3.034 -4.116 -3.188
H 2.246 -4.463 -1.595
H 4.557 -3.942 -1.117
H 3.530 -2.682 -0.573
H 4.046 -1.637 -2.784
H 6.359 -1.743 -1.054
H 4.929 -0.719 -0.690
H 6.514 -0.896 -3.220
H 6.876 0.317 -1.854
H 4.996 2.115 -4.381
H 6.388 1.097 -4.905
H 6.550 2.230 -3.380
C 1.397 -1.870 3.311
O 2.337 -2.529 4.210
C 1.846 -3.596 4.939
C 1.362 -4.727 4.108
N 2.363 -5.399 3.299
C 3.630 -5.581 3.943
C 4.580 -6.213 2.924
O 5.782 -6.622 3.486
C 6.761 -6.856 2.436
H 2.072 -1.314 2.653
H 0.678 -1.260 3.910
H 0.898 -2.571 2.697
H 0.947 -3.219 5.465
H 2.583 -3.865 5.736
H 0.601 -4.383 3.434
H 0.885 -5.481 4.847
H 2.050 -6.359 3.078
H 3.538 -6.261 4.839
H 4.019 -4.613 4.229
H 4.650 -5.483 2.105
H 4.029 -7.035 2.450
H 7.625 -7.381 2.911
H 7.188 -5.951 2.023
H 6.469 -7.461 1.548
C -4.291 -2.430 -8.379
O -4.666 -3.081 -7.237
C -5.435 -2.345 -6.274
C -5.500 -3.169 -5.006
N -6.511 -2.529 -4.160
C -6.209 -1.209 -3.728
C -5.015 -1.145 -2.859
O -5.318 -1.926 -1.707
C -4.412 -1.763 -0.618
H -3.434 -1.769 -8.281
H -5.114 -1.901 -8.887
H -3.985 -3.252 -9.003
H -6.491 -2.199 -6.627
H -4.991 -1.355 -6.078
H -4.554 -3.106 -4.470
H -5.828 -4.193 -5.243
H -6.564 -3.037 -3.254
H -7.031 -0.792 -3.128
H -6.160 -0.561 -4.634
H -4.834 -0.068 -2.518
H -4.117 -1.478 -3.318
H -4.214 -0.731 -0.239
H -3.402 -2.217 -0.834
H -4.853 -2.212 0.248
C -5.487 -5.513 -1.012
O -6.159 -5.910 -2.175
C -5.630 -7.094 -2.750
C -4.902 -6.810 -4.126
N -3.625 -5.965 -3.941
C -2.714 -5.960 -5.046
C -1.581 -4.977 -4.792
O -1.964 -3.605 -4.615
C -1.978 -2.889 -5.876
H -6.202 -5.033 -0.334
H -4.707 -4.727 -1.188
H -4.912 -6.278 -0.404
H -6.460 -7.797 -2.764
H -4.829 -7.497 -2.123
H -5.523 -6.297 -4.855
H -4.597 -7.715 -4.616
H -3.949 -4.968 -3.867
H -3.189 -5.574 -5.931
H -2.154 -6.920 -5.121
H -0.862 -4.983 -5.584
H -1.136 -5.334 -3.781
H -2.442 -1.914 -5.620
H -2.483 -3.341 -6.751
H -0.938 -2.721 -6.108
C -0.874 -4.415 0.523
O -1.787 -5.330 0.054
C -1.164 -6.509 -0.340
C -2.135 -7.617 -0.459
N -2.768 -7.931 0.820
C -3.779 -8.960 0.690
C -4.371 -9.360 2.016
O -5.153 -8.274 2.399
C -5.936 -8.410 3.611
H -1.400 -3.447 0.735
H -0.116 -4.199 -0.238
H -0.460 -4.860 1.428
H -0.407 -6.839 0.428
H -0.652 -6.412 -1.303
H -1.551 -8.501 -0.762
H -2.875 -7.344 -1.235
H -3.241 -7.098 1.184
H -3.211 -9.909 0.280
H -4.548 -8.655 -0.016
H -3.658 -9.551 2.820
H -4.952 -10.205 1.862
H -5.332 -8.767 4.456
H -6.792 -9.020 3.412
H -6.149 -7.402 3.848
C -1.879 -0.631 2.094
O -2.153 -0.821 3.463
C -2.847 -2.019 3.907
C -2.620 -2.296 5.389
N -3.401 -3.395 5.849
C -2.896 -4.694 5.460
C -3.693 -5.755 6.073
O -3.500 -5.748 7.463
C -4.471 -6.553 8.121
H -1.572 -1.606 1.674
H -1.119 0.060 2.083
H -2.668 -0.263 1.504
H -2.485 -2.799 3.310
H -3.918 -1.885 3.727
H -2.820 -1.371 5.994
H -1.563 -2.575 5.568
H -3.620 -3.241 6.819
H -1.845 -4.883 5.667
H -2.975 -4.856 4.362
H -3.465 -6.690 5.620
H -4.738 -5.438 5.804
H -4.227 -6.485 9.199
H -4.517 -7.588 7.806
H -5.430 -6.069 7.994
C -4.153 2.030 -4.194
O -5.493 2.294 -3.852
C -6.226 2.552 -5.082
C -7.652 2.877 -4.697
N -7.856 4.106 -3.943
C -7.798 3.902 -2.457
C -7.311 5.201 -1.729
O -8.339 6.145 -1.842
C -7.925 7.454 -1.946
H -3.576 1.792 -3.296
H -3.531 2.821 -4.822
H -4.087 1.083 -4.785
H -6.148 1.582 -5.607
H -5.638 3.248 -5.722
H -8.032 2.048 -4.114
H -8.266 2.861 -5.609
H -8.606 4.745 -4.152
H -7.158 3.113 -2.206
H -8.801 3.626 -2.102
H -6.373 5.644 -2.121
H -7.134 4.876 -0.746
H -7.297 7.643 -2.858
H -7.436 7.817 -0.968
H -8.718 8.154 -1.956
C -1.397 0.405 -1.823
O -0.500 0.637 -0.784
C 0.593 -0.251 -0.898
C 1.542 0.174 0.268
N 2.076 1.489 0.232
C 3.152 1.512 -0.751
C 4.081 2.695 -0.601
O 3.473 3.898 -1.088
C 4.334 4.993 -0.862
H -1.114 0.846 -2.808
H -2.367 0.743 -1.579
H -1.496 -0.653 -2.042
H 1.057 -0.172 -1.896
H 0.244 -1.213 -0.669
H 2.352 -0.501 0.185
H 0.993 -0.008 1.216
H 1.347 2.151 0.020
H 2.892 1.338 -1.815
H 3.834 0.667 -0.449
H 4.975 2.425 -1.165
H 4.272 2.912 0.437
H 4.460 5.142 0.240
H 3.886 5.871 -1.280
H 5.290 4.695 -1.328
C 7.673 2.255 0.732
O 7.957 0.937 0.269
C 8.910 0.280 1.049
C 9.185 -1.139 0.471
N 9.729 -1.216 -0.881
C 10.119 -2.621 -1.207
C 10.307 -2.700 -2.697
O 9.104 -2.200 -3.282
C 8.781 -2.816 -4.486
H 6.699 2.497 0.225
H 8.495 2.891 0.491
H 7.470 2.290 1.769
H 8.370 0.085 1.972
H 9.787 0.861 1.212
H 8.218 -1.688 0.553
H 9.914 -1.596 1.133
H 9.061 -0.942 -1.589
H 9.391 -3.329 -0.792
H 11.099 -2.883 -0.677
H 10.463 -3.748 -3.024
H 11.184 -2.097 -3.086
H 8.151 -2.204 -5.094
H 8.233 -3.782 -4.387
H 9.677 -3.018 -5.096


Version ii
348
Properties=species:S:1:pos:R:3 method="wB97M-V/def2-TZVPD" gap_ev=8.875 lumo_ha=0.0207 homo_ev=-8.31
C -4.649 -3.576 -1.904
C -3.949 -4.355 -2.932
C -2.964 -3.551 -3.847
O -3.137 -5.304 -2.277
H -5.080 -4.226 -1.142
H -5.440 -2.994 -2.376
H -4.024 -2.858 -1.373
H -4.686 -4.873 -3.546
H -3.532 -3.103 -4.662
H -2.224 -4.141 -4.389
H -2.513 -2.750 -3.261
H -3.700 -5.805 -1.683
C 3.526 -4.074 1.611
C 4.067 -5.070 2.678
C 4.389 -4.398 3.941
O 2.943 -5.860 2.951
H 2.806 -4.596 0.980
H 4.388 -3.639 1.105
H 3.048 -3.242 2.129
H 4.872 -5.684 2.274
H 4.792 -5.086 4.685
H 3.581 -3.770 4.314
H 5.149 -3.638 3.758
H 3.222 -6.551 3.556
C -3.747 3.587 1.091
C -4.107 4.676 2.055
C -4.713 4.161 3.357
O -3.022 5.470 2.378
H -3.048 3.945 0.334
H -4.676 3.199 0.674
H -3.223 2.777 1.598
H -4.890 5.285 1.602
H -3.954 3.575 3.874
H -5.599 3.569 3.126
H -4.935 4.937 4.090
H -2.203 5.125 2.016
C -0.833 -8.720 3.336
O -1.189 -7.744 2.385
C -0.419 -6.559 2.547
C -0.821 -5.460 1.633
N -2.070 -4.769 2.074
C -2.528 -3.725 1.136
C -3.826 -3.125 1.617
O -4.827 -4.136 1.729
C -6.100 -3.615 2.260
H 0.236 -8.928 3.281
H -1.327 -9.672 3.145
H -1.071 -8.342 4.330
H 0.634 -6.765 2.355
H -0.495 -6.247 3.589
H -0.966 -5.883 0.640
H -0.068 -4.672 1.614
H -2.772 -5.444 2.341
H -2.711 -4.155 0.151
H -1.698 -3.021 1.071
H -4.125 -2.321 0.944
H -3.589 -2.735 2.607
H -6.538 -2.863 1.603
H -6.087 -3.302 3.304
H -6.729 -4.505 2.253
C 10.882 1.831 1.949
O 9.541 2.017 2.280
C 8.713 1.605 1.190
C 7.273 2.170 1.467
N 6.425 2.201 0.252
C 5.044 2.522 0.667
C 4.095 2.651 -0.462
O 4.592 3.581 -1.452
C 4.689 4.973 -1.099
H 11.502 2.311 2.706
H 11.193 2.330 1.031
H 11.137 0.771 1.970
H 8.609 0.520 1.186
H 9.146 2.027 0.284
H 7.278 3.157 1.929
H 6.765 1.630 2.266
H 6.739 2.909 -0.396
H 5.020 3.365 1.358
H 4.716 1.653 1.237
H 3.079 2.956 -0.211
H 3.934 1.671 -0.912
H 3.826 5.140 -0.456
H 4.660 5.540 -2.029
H 5.589 5.108 -0.499
C 6.572 -1.449 0.239
O 5.581 -1.886 -0.748
C 6.292 -2.400 -1.897
C 5.283 -2.556 -3.048
N 4.252 -3.624 -2.768
C 3.175 -3.651 -3.762
C 1.932 -4.341 -3.202
O 1.388 -3.479 -2.233
C 0.370 -4.144 -1.569
H 7.275 -0.695 -0.117
H 7.160 -2.271 0.648
H 6.075 -0.899 1.039
H 6.627 -3.363 -1.511
H 7.166 -1.845 -2.235
H 5.890 -2.849 -3.905
H 4.862 -1.594 -3.340
H 3.785 -3.311 -1.929
H 3.372 -4.198 -4.684
H 2.937 -2.656 -4.138
H 2.379 -5.272 -2.854
H 1.253 -4.535 -4.033
H -0.196 -3.461 -0.935
H 0.775 -4.873 -0.867
H -0.320 -4.656 -2.241
C 6.109 1.430 -6.947
O 6.025 1.291 -5.546
C 7.267 1.257 -4.884
C 7.056 1.335 -3.384
N 8.286 1.598 -2.612
C 8.941 2.945 -2.716
C 8.116 4.139 -2.271
O 7.995 4.304 -0.850
C 9.131 4.939 -0.209
H 6.572 0.613 -7.501
H 6.733 2.293 -7.177
H 5.132 1.698 -7.348
H 7.833 2.144 -5.167
H 7.866 0.414 -5.229
H 6.594 0.383 -3.125
H 6.325 2.081 -3.072
H 8.008 1.492 -1.647
H 9.312 3.053 -3.736
H 9.786 2.993 -2.029
H 7.112 3.967 -2.661
H 8.501 5.034 -2.759
H 9.139 5.983 -0.523
H 10.067 4.471 -0.513
H 9.023 4.816 0.869
C 3.704 -0.705 5.005
O 4.114 0.476 5.729
C 5.331 0.966 5.267
C 5.955 1.758 6.421
N 5.295 3.013 6.723
C 4.055 2.912 7.540
C 3.524 4.287 7.987
O 4.326 5.000 8.979
C 4.619 4.374 10.173
H 4.438 -1.480 5.227
H 3.750 -0.633 3.918
H 2.675 -0.886 5.316
H 5.284 1.603 4.384
H 6.056 0.169 5.104
H 6.974 2.027 6.141
H 5.930 1.261 7.391
H 6.038 3.532 7.168
H 4.126 2.265 8.414
H 3.264 2.354 7.040
H 2.454 4.272 8.197
H 3.554 4.944 7.118
H 5.069 5.132 10.814
H 5.330 3.554 10.069
H 3.701 3.951 10.581
C 2.522 1.515 -4.670
O 1.712 0.279 -4.933
C 0.919 0.000 -3.762
C 0.049 -1.261 -3.985
N -0.822 -1.105 -5.161
C -1.919 -0.113 -4.943
C -2.612 0.257 -6.185
O -1.791 1.145 -6.969
C -2.391 1.437 -8.241
H 3.323 1.321 -3.956
H 1.848 2.265 -4.256
H 2.956 1.915 -5.586
H 0.354 0.819 -3.319
H 1.589 -0.281 -2.949
H -0.488 -1.566 -3.087
H 0.736 -2.090 -4.156
H -0.175 -0.615 -5.762
H -1.618 0.842 -4.511
H -2.660 -0.532 -4.263
H -3.542 0.748 -5.901
H -2.919 -0.642 -6.718
H -1.825 2.275 -8.648
H -3.442 1.726 -8.277
H -2.272 0.572 -8.892
C -11.391 0.483 7.816
O -11.610 -0.032 6.522
C -10.641 0.303 5.546
C -11.225 0.043 4.114
N -10.251 0.217 3.035
C -10.902 0.459 1.769
C -9.776 0.566 0.762
O -8.977 -0.626 0.677
C -7.907 -0.471 -0.218
H -12.320 0.373 8.377
H -11.206 1.557 7.809
H -10.534 0.119 8.382
H -9.714 -0.169 5.870
H -10.293 1.335 5.605
H -12.093 0.691 3.992
H -11.591 -0.983 4.146
H -9.565 -0.519 2.955
H -11.382 1.438 1.748
H -11.633 -0.305 1.507
H -9.072 1.315 1.123
H -10.045 0.814 -0.265
H -7.408 0.497 -0.270
H -8.171 -0.645 -1.261
H -7.178 -1.248 0.013
C 6.465 -10.387 -3.161
O 6.676 -10.079 -1.787
C 7.088 -8.760 -1.475
C 6.023 -7.690 -1.647
N 4.876 -8.053 -0.820
C 3.796 -7.108 -0.811
C 2.592 -7.716 -0.211
O 2.249 -8.976 -0.775
C 1.046 -9.494 -0.209
H 6.236 -9.578 -3.855
H 5.665 -11.110 -3.316
H 7.407 -10.796 -3.527
H 7.958 -8.647 -2.122
H 7.523 -8.866 -0.481
H 5.808 -7.488 -2.696
H 6.485 -6.771 -1.286
H 4.515 -8.968 -1.047
H 3.466 -6.788 -1.799
H 4.147 -6.273 -0.203
H 1.803 -6.980 -0.367
H 2.796 -7.818 0.855
H 0.327 -8.814 0.250
H 1.285 -10.187 0.598
H 0.470 -10.078 -0.926
C -7.074 1.220 3.544
O -5.674 1.204 3.827
C -4.951 0.351 2.969
C -3.471 0.175 3.398
N -3.445 -0.299 4.744
C -2.071 -0.589 5.240
C -1.434 -1.849 4.661
O -0.266 -2.173 5.387
C 0.352 -3.350 4.866
H -7.533 0.306 3.921
H -7.286 1.321 2.480
H -7.551 2.053 4.062
H -5.026 0.789 1.974
H -5.463 -0.609 3.033
H -2.931 1.108 3.241
H -3.002 -0.520 2.702
H -3.928 0.360 5.338
H -2.157 -0.690 6.321
H -1.407 0.258 5.065
H -1.215 -1.686 3.605
H -2.206 -2.616 4.719
H 0.849 -3.145 3.918
H -0.379 -4.132 4.657
H 1.153 -3.688 5.524
C -6.182 -0.988 -5.693
O -6.023 0.347 -5.272
C -6.527 1.299 -6.222
C -6.400 2.772 -5.744
N -7.047 2.939 -4.461
C -7.100 4.310 -3.965
C -7.652 4.479 -2.544
O -6.894 3.784 -1.550
C -7.661 3.823 -0.313
H -5.508 -1.203 -6.522
H -7.213 -1.275 -5.899
H -5.875 -1.682 -4.910
H -7.581 1.061 -6.369
H -5.960 1.268 -7.152
H -6.908 3.373 -6.499
H -5.366 3.110 -5.801
H -6.554 2.387 -3.773
H -7.762 4.871 -4.626
H -6.121 4.786 -4.010
H -8.671 4.094 -2.589
H -7.667 5.561 -2.410
H -8.466 3.120 -0.527
H -7.975 4.798 0.060
H -6.987 3.483 0.473
C 1.127 1.618 4.373
O -0.099 2.101 3.809
C -0.647 3.304 4.355
C -0.273 4.530 3.506
N -0.355 4.312 2.056
C 0.036 5.548 1.306
C -0.020 5.168 -0.210
O 1.043 4.236 -0.468
C 0.966 3.728 -1.824
H 1.238 1.471 5.448
H 1.952 2.320 4.256
H 1.440 0.681 3.912
H -0.350 3.428 5.396
H -1.731 3.196 4.308
H 0.758 4.798 3.733
H -0.955 5.315 3.834
H 0.208 3.577 1.651
H 1.059 5.790 1.594
H -0.588 6.410 1.543
H 0.119 6.036 -0.855
H -1.025 4.842 -0.478
H 1.700 2.928 -1.921
H 1.196 4.518 -2.539
H -0.053 3.445 -2.086
C -4.755 1.159 -2.564
O -3.757 1.303 -1.582
C -2.885 0.168 -1.487
C -1.814 0.512 -0.422
N -0.947 -0.640 -0.319
C -0.184 -0.591 0.948
C 1.105 0.370 0.890
O 2.009 0.209 -0.188
C 2.738 -1.006 -0.266
H -4.406 0.927 -3.570
H -5.355 2.063 -2.668
H -5.415 0.335 -2.296
H -2.324 -0.055 -2.394
H -3.416 -0.760 -1.274
H -2.313 0.796 0.505
H -1.231 1.359 -0.784
H -0.245 -0.469 -1.024
H 0.095 -1.622 1.168
H -0.737 -0.306 1.842
H 1.630 0.318 1.844
H 0.740 1.397 0.899
H 3.414 -1.057 -1.119
H 2.073 -1.862 -0.378
H 3.337 -1.149 0.634
C 1.585 5.086 -5.743
O 0.413 4.848 -5.006
C -0.644 4.159 -5.683
C -1.772 3.773 -4.723
N -2.476 4.955 -4.088
C -3.313 4.538 -2.977
C -3.581 5.661 -2.002
O -2.367 6.318 -1.595
C -2.506 7.362 -0.659
H 1.459 5.573 -6.709
H 2.055 4.125 -5.948
H 2.236 5.680 -5.102
H -0.336 3.223 -6.149
H -1.061 4.851 -6.416
H -1.443 3.068 -3.959
H -2.386 3.187 -5.407
H -1.759 5.526 -3.665
H -2.797 3.721 -2.474
H -4.238 4.080 -3.329
H -4.092 5.247 -1.133
H -4.271 6.411 -2.390
H -1.534 7.781 -0.399
H -2.913 7.109 0.320
H -3.169 8.098 -1.113


version ii wins, 210.0 kJ/mol ahead of the next structure.